This record from the Open Molecules 2025 dataset describes C44H43Cl5FMoN9O2Si2 as an isolated structure. The level of theory is ωB97M-V/def2-TZVPD.

Each line ends with the Mulliken spin population.
Element x y z (Å)
Mo -0.76 -0.90 0.17  2.1876
N 8.57 -4.84 2.67  -0.0001
C 7.57 -4.49 2.27  0.0005
C 6.23 -4.03 2.02  -0.0001
C 5.45 -3.44 3.02  -0.0009
C 4.15 -3.05 2.73  0.0026
C 3.58 -3.25 1.46  -0.0003
C 4.35 -3.85 0.49  0.0019
C 5.66 -4.23 0.77  -0.0013
C 2.28 -2.67 1.06  -0.0001
C 1.13 -3.29 1.37  -0.0280
C 1.05 -4.60 1.94  0.0473
C -0.27 -4.89 2.04  -0.0098
C -0.96 -3.74 1.61  0.0460
N -0.18 -2.82 1.07  -0.1672
C 2.35 -1.34 0.46  0.0353
C 3.49 -0.66 0.07  0.0077
C 3.05 0.58 -0.43  -0.0055
C 1.73 0.60 -0.34  -0.0072
N 1.24 -0.56 0.19  0.0395
H 5.86 -3.21 3.96  0.0000
H 3.58 -2.60 3.56  -0.0002
H 3.92 -3.94 -0.52  0.0001
H 6.25 -4.66 0.03  -0.0001
H 1.90 -5.13 2.27  0.0007
H -0.76 -5.81 2.38  -0.0001
H -2.05 -3.75 1.55  -0.0024
H 4.50 -1.10 0.05  0.0003
H 3.70 1.30 -0.90  0.0009
H 1.02 1.39 -0.67  0.0125
C -0.43 -0.45 -4.09  -0.0050
Si -1.88 -1.09 -3.08  0.0271
C -3.15 0.24 -2.95  0.0010
C -2.54 -2.61 -4.01  -0.0003
N -1.25 -1.72 -1.51  -0.0853
C -0.81 -3.07 -1.67  0.0300
C 0.39 -3.30 -2.39  -0.0145
C 0.87 -4.63 -2.50  0.0020
C 0.10 -5.68 -2.06  -0.0021
C -1.13 -5.48 -1.39  0.0027
C -1.57 -4.19 -1.23  -0.0151
F -2.70 -3.87 -0.50  0.0018
H 0.07 -1.27 -4.64  -0.0003
H 0.24 0.06 -3.39  0.0009
H -0.64 0.25 -4.86  -0.0002
H -4.02 -0.18 -3.43  0.0002
H -2.77 1.00 -3.59  -0.0005
H -3.40 0.51 -1.93  0.0001
H -3.18 -2.20 -4.89  0.0000
H -3.12 -3.22 -3.33  -0.0001
H -1.78 -3.25 -4.50  0.0001
H 0.92 -2.49 -2.74  -0.0030
H 1.80 -4.84 -3.07  -0.0001
H 0.42 -6.70 -2.27  -0.0004
H -1.75 -6.32 -1.05  0.0002
Cl -4.18 1.07 0.96  -0.0028
Si -3.38 -0.82 0.71  -0.1068
Cl -3.86 -1.83 2.51  -0.0029
Cl -4.54 -1.71 -0.70  -0.0038
Cl -0.17 3.64 -4.53  0.0000
C 1.37 4.04 -3.90  -0.0002
C 2.42 4.22 -4.80  -0.0002
C 3.70 4.45 -4.33  0.0000
C 3.96 4.57 -3.00  0.0000
C 2.86 4.46 -2.11  -0.0001
Cl 3.32 4.60 -0.44  0.0000
C 1.51 4.20 -2.54  0.0010
N 0.47 4.01 -1.62  -0.0013
C -0.64 4.94 -1.64  0.0002
C -0.42 6.28 -1.88  -0.0002
C -1.43 7.24 -1.81  -0.0001
C -2.71 6.81 -1.48  0.0001
C -2.93 5.45 -1.25  0.0003
C -1.93 4.48 -1.33  -0.0030
C -2.24 3.02 -1.15  0.0029
C -1.31 2.21 -0.22  0.0299
O -0.74 2.78 0.73  0.0219
O -1.28 0.98 -0.52  -0.0124
H 2.18 4.25 -5.89  0.0000
H 4.57 4.54 -5.04  0.0000
H 4.93 4.82 -2.53  0.0000
H 0.81 3.92 -0.64  0.0004
H 0.57 6.70 -2.19  0.0000
H -1.24 8.27 -2.06  0.0000
H -3.49 7.54 -1.42  0.0001
H -3.94 5.10 -0.93  0.0003
H -2.17 2.50 -2.12  -0.0016
H -3.31 2.83 -0.84  0.0018
C -3.80 1.93 4.77  -0.0001
C -2.87 1.34 5.83  0.0000
C -3.30 -0.07 6.20  0.0001
C -1.35 1.54 5.47  0.0000
N -0.97 0.73 4.32  -0.0008
C -1.10 1.01 3.02  0.0070
N -0.58 -0.03 2.33  -0.0368
N -0.08 -0.86 3.25  0.0096
N -0.28 -0.46 4.41  0.0010
H -4.80 1.68 4.98  0.0000
H -3.57 1.57 3.77  0.0000
H -3.61 3.03 4.77  0.0000
H -3.08 2.00 6.63  -0.0001
H -3.43 -0.76 5.33  0.0000
H -4.22 0.03 6.70  0.0000
H -2.63 -0.55 6.84  0.0000
H -0.69 1.30 6.30  0.0001
H -1.20 2.56 5.12  0.0000
H -1.45 1.95 2.65  -0.0019

The gap between HOMO and LUMO (alpha / beta) is 6.97 / 6.90 eV. Its total charge is 0. The calculation puts the energy relative to the best compared isomer or geometry (same formula, charge and spin) at 0.00 kcal/mol. As for the multiplicity: 3.

This record from the Open Molecules 2025 dataset describes C44H43MoN6O2 as an isolated structure. The level of theory is ωB97M-V/def2-TZVPD.

Each line ends with the Mulliken spin population.
Element x y z (Å)
Mo 0.06 0.40 0.88  1.7900
C -0.72 -2.08 4.00  0.0335
C -0.84 -2.98 2.80  -0.0224
C -0.67 -4.35 2.96  -0.0012
C -0.80 -5.22 1.90  0.0041
C -1.12 -4.73 0.65  -0.0017
C -1.31 -3.37 0.42  0.0288
C -1.71 -2.92 -0.95  -0.0007
C -1.14 -2.51 1.52  0.0113
N -1.37 -1.08 1.34  -0.0073
C -2.57 -0.61 1.21  0.0896
C -3.81 -1.42 1.26  -0.0048
C -2.71 0.89 1.09  0.0225
C -4.05 1.47 0.83  -0.0008
N -1.61 1.56 1.21  -0.0231
C -1.55 2.97 1.44  -0.0125
C -2.26 3.55 2.50  -0.0134
C -3.10 2.79 3.49  0.0038
C -2.14 4.93 2.66  0.0054
C -1.34 5.69 1.84  -0.0055
C -0.58 5.08 0.85  0.0083
C -0.67 3.72 0.64  -0.0272
C 0.16 3.07 -0.44  0.0403
H -0.73 -2.68 4.91  0.0000
H -1.56 -1.38 4.07  -0.0014
H 0.22 -1.54 4.00  -0.0088
H -0.44 -4.73 3.95  0.0001
H -0.67 -6.28 2.05  0.0001
H -1.26 -5.42 -0.18  0.0000
H -2.11 -3.76 -1.51  0.0003
H -0.85 -2.54 -1.51  0.0003
H -2.47 -2.13 -0.95  -0.0013
H -3.60 -2.48 1.42  -0.0001
H -4.36 -1.30 0.32  0.0016
H -4.46 -1.06 2.06  0.0006
H -4.43 1.02 -0.08  0.0021
H -3.99 2.55 0.69  -0.0004
H -4.75 1.25 1.64  0.0059
H -2.94 1.71 3.47  -0.0031
H -4.17 2.96 3.31  -0.0003
H -2.89 3.14 4.49  0.0000
H -2.69 5.41 3.47  -0.0001
H -1.27 6.76 1.99  0.0000
H 0.08 5.68 0.23  -0.0001
H 0.92 3.75 -0.80  0.0069
H -0.44 2.72 -1.28  -0.0099
H 0.75 2.20 -0.07  -0.0167
N 0.18 0.96 3.10  -0.0415
C 1.50 0.78 3.66  -0.0264
C 1.81 0.79 4.99  -0.0050
C 3.16 0.64 5.39  -0.0019
C 4.16 0.53 4.46  0.0025
C 3.85 0.54 3.08  -0.0038
C 4.81 0.49 2.05  0.0089
C 4.42 0.55 0.74  -0.0067
C 3.06 0.62 0.44  0.0245
N 2.11 0.63 1.38  0.0395
C 2.50 0.64 2.70  0.0265
H -0.52 0.46 3.64  -0.0021
H -0.08 1.95 3.15  0.0058
H 1.04 0.91 5.74  -0.0001
H 3.40 0.64 6.44  -0.0001
H 5.19 0.45 4.77  0.0001
H 5.86 0.41 2.31  -0.0001
H 5.13 0.53 -0.07  0.0004
H 2.73 0.64 -0.59  -0.0026
O -2.29 0.57 -1.52  0.0149
C -1.23 0.15 -1.94  -0.0034
N -0.94 -0.23 -3.21  0.0136
C 0.44 -0.65 -3.37  -0.0016
C 0.85 -0.74 -1.89  0.0222
O 1.85 -1.25 -1.44  0.0216
N -0.09 -0.07 -1.14  0.0207
C 0.55 -1.93 -4.17  -0.0018
C 0.97 -3.15 -3.64  0.0001
C 1.03 -4.26 -4.46  -0.0001
C 0.68 -4.17 -5.83  0.0000
C 0.29 -2.95 -6.37  -0.0001
C 0.23 -1.84 -5.55  -0.0001
C 1.34 0.40 -4.02  0.0033
C 0.85 1.64 -4.42  0.0001
C 1.71 2.55 -5.03  -0.0002
C 3.04 2.22 -5.25  0.0005
C 3.52 0.98 -4.86  0.0003
C 2.68 0.07 -4.24  -0.0001
H -1.61 -0.12 -3.95  -0.0006
H 1.27 -3.24 -2.60  -0.0003
H 1.35 -5.22 -4.06  0.0000
H 0.74 -5.05 -6.45  0.0000
H 0.03 -2.88 -7.42  0.0000
H -0.06 -0.88 -5.97  -0.0001
H -0.19 1.91 -4.26  0.0004
H 1.33 3.51 -5.35  0.0000
H 3.69 2.93 -5.74  0.0000
H 4.56 0.72 -5.04  0.0000
H 3.06 -0.90 -3.93  -0.0001

The gap between HOMO and LUMO (alpha / beta) is 4.01 / 4.07 eV. Its total charge is +3. The calculation puts the energy relative to the best compared isomer or geometry (same formula, charge and spin) at 38.63 kcal/mol. As for the multiplicity: 3.

This record from the Open Molecules 2025 dataset describes a 7-piece molecular cluster, C44H43N2PS overall. The level of theory is ωB97M-V/def2-TZVPD.

Each line ends with the Mulliken charge.
Element x y z (Å)
S -2.55 0.34 10.83  -0.4105
P -1.98 1.58 9.44  0.2038
C -1.07 0.81 8.08  0.5834
C -1.20 -0.57 7.83  -0.3997
C -0.49 -1.14 6.80  -0.8135
C 0.37 -0.37 5.99  0.3168
N 1.06 -0.98 4.99  -0.5490
C 1.83 -0.20 4.29  0.0484
C 1.96 1.18 4.55  -0.3268
N 1.33 1.80 5.50  -0.5954
C 0.50 1.01 6.24  0.1810
C -0.24 1.58 7.29  -0.3632
H -3.06 2.29 8.87  0.1115
H -1.09 2.55 9.94  0.0689
H -1.83 -1.17 8.46  0.3422
H -0.56 -2.20 6.60  0.4661
H 2.40 -0.63 3.49  0.2768
H 2.62 1.77 3.92  0.4428
H -0.13 2.64 7.48  0.4112
C 4.06 -3.37 0.31  -0.4365
C 3.93 -3.26 -1.07  -0.4390
C 2.86 -2.57 -1.61  -0.1419
C 1.92 -1.98 -0.78  -0.6611
C 2.05 -2.09 0.60  -0.1454
C 3.11 -2.79 1.14  -0.5320
H 4.89 -3.92 0.74  0.4243
H 4.66 -3.73 -1.71  0.3293
H 2.76 -2.49 -2.69  0.3692
H 1.08 -1.44 -1.20  0.4411
H 1.31 -1.63 1.25  0.3467
H 3.21 -2.88 2.22  0.4262
C -3.30 -0.23 0.10  -0.4061
C -2.59 0.61 -0.74  -0.5231
C -1.30 1.00 -0.41  -0.5628
C -0.72 0.53 0.76  -0.2769
C -1.43 -0.32 1.60  -0.1954
C -2.72 -0.70 1.27  -0.6519
H -4.31 -0.53 -0.16  0.4109
H -3.05 0.98 -1.65  0.4402
H -0.75 1.66 -1.06  0.4415
H 0.29 0.82 1.02  0.4947
H -0.97 -0.69 2.51  0.4426
H -3.28 -1.36 1.92  0.4083
C 4.62 -8.63 -0.16  -0.3676
C 5.06 -8.92 -1.44  -0.3984
C 4.66 -8.14 -2.51  -0.4225
C 3.80 -7.07 -2.30  -0.3427
C 3.36 -6.77 -1.02  -0.4242
C 3.76 -7.56 0.05  -0.5089
H 4.94 -9.24 0.68  0.3651
H 5.73 -9.76 -1.60  0.3654
H 5.00 -8.37 -3.51  0.3763
H 3.48 -6.45 -3.14  0.4955
H 2.70 -5.93 -0.85  0.4827
H 3.41 -7.33 1.05  0.3835
C -4.25 3.68 0.26  -0.2593
C -5.54 4.08 0.58  -0.4825
C -6.27 4.86 -0.31  -0.4567
C -5.70 5.25 -1.52  -0.3511
C -4.41 4.85 -1.83  -0.5149
C -3.69 4.07 -0.94  -0.4016
H -3.69 3.07 0.96  0.4249
H -5.99 3.78 1.52  0.3731
H -7.27 5.18 -0.06  0.3805
H -6.26 5.86 -2.21  0.4318
H -3.97 5.15 -2.78  0.4229
H -2.68 3.76 -1.19  0.4326
C -3.34 8.33 -2.13  -0.3609
C -4.63 8.73 -1.81  -0.3579
C -5.35 9.52 -2.70  -0.4390
C -4.78 9.90 -3.91  -0.3473
C -3.49 9.50 -4.23  -0.3626
C -2.77 8.72 -3.33  -0.4267
H -2.78 7.72 -1.44  0.4164
H -5.07 8.42 -0.87  0.4157
H -6.36 9.83 -2.45  0.3682
H -5.35 10.51 -4.60  0.3622
H -3.05 9.80 -5.17  0.3625
H -1.76 8.41 -3.58  0.3683
C 4.76 -4.75 -5.25  -0.3637
C 4.45 -3.42 -5.05  -0.3368
C 3.72 -2.72 -6.00  -0.5533
C 3.30 -3.36 -7.16  -0.3733
C 3.61 -4.70 -7.36  -0.3903
C 4.35 -5.40 -6.41  -0.4578
H 5.33 -5.30 -4.51  0.4875
H 4.77 -2.92 -4.14  0.5186
H 3.47 -1.68 -5.84  0.3774
H 2.73 -2.82 -7.90  0.3636
H 3.28 -5.20 -8.26  0.3647
H 4.59 -6.44 -6.57  0.3631

The gap between HOMO and LUMO is 8.04 eV. Its total charge is 0. As for the multiplicity: 1. As for the SMILES: S=[PH2]c1ccc2nccnc2c1.c1ccccc1.c1ccccc1.c1ccccc1.c1ccccc1.c1ccccc1.c1ccccc1.

This record from the Open Molecules 2025 dataset describes C44H44AsBrO2PSr as an isolated structure. The level of theory is ωB97M-V/def2-TZVPD.

Each line ends with the Mulliken charge.
Element x y z (Å)
Sr -1.12 0.11 -1.23  2.2560
C 1.62 1.61 1.42  -1.5432
C 2.82 0.73 1.18  0.3275
C 3.64 0.41 2.26  -0.2025
C 4.80 -0.33 2.11  -0.9092
C 5.17 -0.75 0.84  -0.7467
C 4.36 -0.45 -0.25  -0.4281
C 3.17 0.27 -0.09  0.7148
P 2.07 0.75 -1.48  1.6661
C 2.49 -0.37 -2.88  0.4812
C 2.64 -1.73 -2.63  -0.7191
C 2.80 -2.66 -3.65  -0.9435
C 2.78 -2.22 -4.97  -0.8345
C 2.58 -0.88 -5.23  -0.7366
C 2.42 0.07 -4.22  0.4625
C 2.15 1.50 -4.60  -1.2925
C 2.66 2.40 -1.86  0.2865
C 4.02 2.60 -2.11  -0.3098
C 4.54 3.84 -2.42  -0.9265
C 3.65 4.93 -2.43  -0.3986
C 2.31 4.77 -2.19  -1.2167
C 1.71 3.49 -1.92  1.8458
C 0.35 3.37 -1.73  -1.3715
H 1.20 1.44 2.42  0.4514
H 0.82 1.44 0.70  -0.2538
H 1.90 2.66 1.33  0.5453
H 3.35 0.76 3.25  0.4632
H 5.41 -0.57 2.97  0.3742
H 6.08 -1.31 0.69  0.4318
H 4.68 -0.76 -1.23  0.4143
H 2.61 -2.09 -1.61  0.4476
H 2.91 -3.71 -3.41  0.4745
H 2.90 -2.92 -5.78  0.3801
H 2.54 -0.54 -6.26  0.3983
H 1.84 1.54 -5.65  0.4703
H 3.03 2.12 -4.48  0.2592
H 1.37 1.96 -3.99  0.0342
H 4.68 1.74 -2.07  0.2638
H 5.60 3.97 -2.61  0.3915
H 4.03 5.92 -2.65  0.3661
H 1.66 5.64 -2.21  0.3498
H -0.31 4.23 -1.77  0.2821
H -0.08 2.40 -1.58  -0.4267
C -1.62 0.65 4.98  -2.2691
C -1.55 0.85 3.50  0.6013
O -1.26 -0.27 2.81  -0.7720
C -1.83 2.10 2.90  1.6745
C -2.11 3.22 3.73  -1.6569
C -2.45 4.46 3.22  -0.8320
C -2.53 4.64 1.84  -0.8783
C -2.26 3.57 0.99  -0.6140
C -1.91 2.31 1.48  -0.5113
O -1.60 1.34 0.63  -0.0592
H -1.56 -0.42 5.19  0.4337
H -2.55 1.04 5.41  0.4348
H -0.79 1.13 5.51  0.4082
H -2.04 3.11 4.81  0.3834
H -2.64 5.28 3.89  0.3635
H -2.78 5.60 1.43  0.4096
H -2.27 3.70 -0.08  0.3058
Br 2.48 -5.16 -0.27  -0.1896
C 1.34 -3.68 0.03  -0.8212
C 0.32 -3.39 -0.85  -1.2232
C -0.41 -2.23 -0.65  0.8331
C -0.23 -1.30 0.45  0.1351
C 0.76 -1.75 1.37  -1.3737
C 1.55 -2.85 1.15  -0.4891
H 0.11 -4.04 -1.69  0.5672
H -1.35 -2.16 -1.20  0.0537
H 0.92 -1.18 2.27  0.3412
H 2.34 -3.09 1.85  0.3927
C -3.35 -0.72 -0.63  -2.3838
As -2.20 -0.84 1.26  3.1994
C -3.88 -0.14 2.08  -1.3241
C -2.50 -2.75 1.83  -1.8529
C -3.66 -3.40 1.17  0.4300
C -3.50 -4.08 -0.04  0.0185
C -4.59 -4.61 -0.72  -0.8366
C -5.87 -4.47 -0.20  -0.4415
C -6.05 -3.83 1.02  -0.7055
C -4.95 -3.30 1.69  -0.2713
H -4.33 -1.11 -0.39  0.4687
H -3.05 -1.21 -1.56  0.4762
H -3.42 0.38 -0.73  0.6272
H -4.74 -0.49 1.52  0.5164
H -3.88 0.94 2.12  0.4031
H -3.92 -0.55 3.09  0.2900
H -2.64 -2.66 2.91  0.6049
H -1.57 -3.28 1.64  0.5706
H -2.50 -4.20 -0.45  0.4569
H -4.44 -5.13 -1.66  0.4010
H -6.73 -4.87 -0.73  0.3863
H -7.04 -3.73 1.45  0.3846
H -5.10 -2.80 2.64  0.3548

The gap between HOMO and LUMO (alpha / beta) is 4.47 / 4.47 eV. Its total charge is -1. The calculation puts the energy relative to the best compared isomer or geometry (same formula, charge and spin) at 143.65 kcal/mol. As for the multiplicity: 1.

This record from the Open Molecules 2025 dataset describes a 9-piece molecular cluster, C44H44F3N5O overall. The level of theory is ωB97M-V/def2-TZVPD.

Each line ends with the Mulliken charge.
Element x y z (Å)
N -0.46 -2.24 5.70  -0.6289
C -0.47 -3.58 6.17  -0.2626
C -1.42 -4.56 5.75  -0.6006
C -2.29 -4.14 4.71  -0.1980
C -2.30 -2.85 4.20  -0.1170
C -1.41 -1.90 4.78  -0.3091
H 0.37 -3.90 6.77  0.4108
H -1.44 -5.60 6.05  0.4547
H -3.00 -4.80 4.23  0.3807
H -3.06 -2.64 3.46  0.5008
H -1.42 -0.86 4.50  0.3656
N -6.68 2.62 -1.11  -0.5533
C -5.44 2.09 -1.31  -0.3816
C -4.62 1.41 -0.39  -0.0636
C -5.25 1.08 0.84  -0.3185
C -6.57 1.51 1.04  -0.5173
C -7.26 2.23 0.04  -0.2431
H -5.04 2.55 -2.21  0.3700
H -3.62 1.06 -0.59  0.5787
H -4.59 0.61 1.55  0.3886
H -7.07 1.24 1.96  0.3608
H -8.24 2.69 0.10  0.4103
N -0.77 -6.74 2.93  -0.5390
C 0.18 -5.80 3.26  -0.7825
C 0.59 -4.85 2.38  -0.0477
C 0.11 -4.90 1.06  0.0342
C -0.79 -5.92 0.66  -0.6866
C -1.28 -6.73 1.68  -0.2740
H 0.58 -5.87 4.25  0.5518
H 1.45 -4.24 2.65  0.3666
H 0.33 -4.22 0.24  0.4764
H -1.21 -5.95 -0.34  0.4791
H -2.01 -7.51 1.54  0.3988
N -0.43 -0.48 1.47  -0.2464
C -1.09 0.69 1.41  -0.6947
C -1.10 1.41 0.20  -0.1600
C -0.38 0.97 -0.90  -0.0297
C 0.34 -0.19 -0.79  -0.4272
C 0.32 -0.92 0.43  -0.4102
H -1.61 1.00 2.30  0.3772
H -1.66 2.33 0.14  0.4344
H -0.39 1.58 -1.78  0.4868
H 0.96 -0.48 -1.63  0.4463
H 1.08 -1.69 0.49  0.2595
N 2.17 3.86 -6.54  -0.5193
C 1.70 4.17 -5.33  -0.6527
C 0.86 3.32 -4.62  0.1282
C 0.50 2.12 -5.16  -0.2309
C 0.96 1.85 -6.45  -0.4409
C 1.93 2.67 -7.07  -0.2987
H 1.93 5.16 -4.97  0.4273
H 0.37 3.53 -3.68  0.3918
H -0.15 1.46 -4.61  0.4843
H 0.65 0.94 -6.93  0.3530
H 2.35 2.43 -8.03  0.3746
C -2.71 -2.43 -0.28  -0.4547
O -2.95 -1.84 0.97  -0.3573
H -3.64 -2.58 -0.83  0.3081
H -2.05 -1.83 -0.90  0.1817
H -2.44 -3.46 -0.05  0.1489
H -2.11 -1.81 1.44  0.1598
F 3.51 -0.28 -0.81  -0.2441
C 3.87 0.99 -1.14  0.5750
C 3.45 1.54 -2.37  -0.3565
C 3.97 2.75 -2.79  -0.4257
C 4.72 3.50 -1.89  -0.6342
C 5.19 2.95 -0.76  -0.5469
C 4.78 1.65 -0.39  -0.2893
H 2.89 0.93 -3.06  0.4753
H 3.67 3.06 -3.78  0.4615
H 5.07 4.48 -2.19  0.3923
H 5.63 3.51 0.05  0.3272
H 5.12 1.28 0.57  0.2919
F 3.77 -5.28 2.44  -0.2688
C 4.45 -4.16 2.66  0.1070
C 5.41 -4.09 3.73  -0.5282
C 6.07 -2.89 3.96  -0.3772
C 5.71 -1.77 3.26  -0.4944
C 4.87 -1.86 2.11  -0.1738
C 4.13 -3.03 1.94  0.0483
H 5.52 -5.02 4.26  0.4030
H 6.88 -2.82 4.67  0.3645
H 6.41 -0.98 3.50  0.2882
H 4.75 -0.91 1.62  0.1252
H 3.45 -3.20 1.12  0.5167
F -0.62 6.43 -0.33  -0.3000
C -1.27 6.09 -1.48  0.0554
C -1.15 6.85 -2.63  -0.2823
C -1.89 6.56 -3.75  -0.6437
C -2.63 5.36 -3.76  -0.4649
C -2.60 4.48 -2.75  -0.2300
C -1.90 4.87 -1.59  -0.3141
H -0.59 7.77 -2.54  0.4497
H -1.80 7.28 -4.55  0.3911
H -3.13 5.11 -4.69  0.3877
H -3.18 3.57 -2.75  0.3164
H -1.84 4.22 -0.73  0.5541

The gap between HOMO and LUMO is 9.55 eV. Its total charge is 0. The calculation puts the energy relative to the best compared isomer or geometry (same formula, charge and spin) at 47.41 kcal/mol. As for the multiplicity: 1. As for the SMILES: Fc1ccccc1.Fc1ccccc1.Fc1ccccc1.c1ccncc1.c1ccncc1.c1ccncc1.c1ccncc1.c1ccncc1.CO.